[1]
C13H15IN3O5PdSi as an isolated structure, computed with ωB97M-V/def2-TZVPD.

Output
Gap between HOMO and LUMO (alpha / beta), Ha: 0.263 / 0.263
E_HOMO (alpha / beta), eV: -5.006 / -5.006
Lowest unoccupied orbital energy (alpha / beta), eV: 2.154 / 2.154

Structure (ORCA input):
```
! RIJCOSX wB97M-V def2-TZVPD def2/J DEFGRID3
* xyz -1 1
Pd 0.63480 -0.33088 0.02796
O 1.65555 5.77374 0.27740
C 1.42523 4.42873 0.29101
C 0.57436 3.84423 1.22596
C 0.40579 2.47224 1.17265
N 1.01486 1.75690 0.24524
C 1.82789 2.29262 -0.65238
C 2.07209 3.65275 -0.66546
C 2.45390 1.28021 -1.62104
O 3.27101 1.69768 -2.43283
O 2.06650 0.06542 -1.47831
C -0.51271 1.65778 2.10229
O -1.36860 2.30936 2.72009
O -0.34973 0.40707 2.06537
H 1.14101 6.17992 0.98318
H 0.04574 4.41685 1.97849
H 2.74488 4.07778 -1.39603
I -5.43833 -2.26859 -0.70769
C -3.88922 -0.94059 -0.46576
C -3.85788 0.15906 0.36005
N -2.65365 0.72093 0.18187
N -1.88036 0.04858 -0.68359
C -2.63098 -0.96400 -1.08970
H -4.57576 0.55495 1.05674
H -2.27043 1.48143 0.72278
H -2.24595 -1.67037 -1.80506
C 0.42761 -3.25859 -1.88243
Si 0.73973 -2.57179 -0.15780
C 2.45215 -3.16974 0.32332
C -0.50449 -3.36729 1.00940
H 0.51495 -4.35044 -1.85296
H 1.16127 -2.87404 -2.59349
H -0.56371 -3.01394 -2.26598
H 2.47185 -4.26482 0.28300
H 2.72434 -2.85736 1.33287
H 3.20714 -2.78274 -0.36335
H -0.43284 -4.45950 0.96266
H -1.52668 -3.08036 0.75080
H -0.33134 -3.05320 2.04076
*
```


[2]
C13H15MoN6S4Sb as an isolated structure at a distorted geometry, computed with ωB97M-V/def2-TZVPD.

Output
Gap between HOMO and LUMO (alpha / beta), Ha: 0.233 / 0.229
E_HOMO (alpha / beta), eV: -7.304 / -7.484
⟨S²⟩: 2.035
Lowest unoccupied orbital energy (alpha / beta), eV: -0.958 / -1.246

Structure (ORCA input):
```
! RIJCOSX wB97M-V def2-TZVPD def2/J DEFGRID3
* xyz 0 3
Mo 1.18673 -0.12680 -2.71601
S -0.90205 1.18127 -3.14306
Sb 0.09013 2.81119 -4.43948
S 1.21350 -0.72231 -5.03703
S 2.17962 1.17023 -4.71156
S 1.22595 4.23851 -3.08015
C -2.29377 -0.75098 -0.07960
N -1.54742 -1.32242 -1.26248
C -2.26419 -1.84157 -2.42600
C -0.26921 -1.47686 -1.27677
N 0.23252 -1.95771 -2.38909
N 1.94169 1.07536 0.56783
C 2.05941 1.95309 -0.51072
N 2.48932 3.21703 -0.15555
N 1.92168 1.52979 -1.73949
H -2.98194 -1.51155 0.46360
H -2.96456 0.10212 -0.25180
H -1.48538 -0.48576 0.54256
H -2.11902 -2.91486 -2.57360
H -2.06546 -1.39237 -3.41558
H -3.35186 -1.68210 -2.32296
H -0.38202 -2.29935 -3.08084
H 2.14535 1.44492 1.46299
H 2.62578 3.86898 -0.88400
H 2.08563 3.58148 0.66911
H 1.97320 2.31750 -2.41710
N -1.94517 -1.14929 6.54259
C -1.15683 -1.09797 5.68944
C -0.50162 -0.96934 4.43951
C 0.06069 0.30213 4.15305
C 0.60719 0.57107 2.95687
C 0.71374 -0.44048 1.92146
C 0.19290 -1.68375 2.28660
C -0.52569 -1.92957 3.46604
C 1.13704 -0.08180 0.53662
C 0.76918 -0.68312 -0.60911
H -0.08924 0.96681 4.96999
H 0.94582 1.52592 2.69415
H 0.05677 -2.47293 1.54355
H -1.00838 -2.86450 3.61604
*
```


[3]
The molecule C13H15N3O2S3 at a distorted geometry, computed with ωB97M-V/def2-TZVPD.

Output
Structure (SMILES): Cc1csc(Sc2ccc(S(=O)(=O)N3CCCC3)cn2)n1
Gap between HOMO and LUMO, Ha: 0.291
E_HOMO, eV: -8.117
Lowest unoccupied orbital energy, eV: -0.193

Structure (ORCA input):
```
! RIJCOSX wB97M-V def2-TZVPD def2/J DEFGRID3
* xyz 0 1
C -6.83668 -0.41477 1.51609
C -5.46124 -0.43964 0.65745
C -4.94445 -1.39465 -0.05958
S -3.55649 -1.10918 -0.81606
C -3.75008 0.34951 -0.21932
S -2.74499 1.69578 -0.24371
C -1.12757 0.98635 -0.44764
C -0.85548 -0.23175 0.48985
C 0.26760 -0.54506 0.50442
C 1.26714 0.00953 -0.27218
S 2.89467 -0.93914 -0.20161
O 3.05907 -2.07762 0.74877
O 3.23202 -1.33435 -1.59476
N 3.97197 0.55597 0.00060
C 5.10799 0.64551 -0.51246
C 6.17925 0.28394 0.45049
C 5.69814 0.78213 1.67418
C 4.01415 0.59854 1.60526
C 1.04403 0.79948 -1.16098
N -0.23947 1.43452 -1.26118
N -4.89887 0.60050 0.67450
H -7.39469 -1.51311 1.36296
H -7.58612 0.27667 1.02651
H -6.64538 0.04578 2.50666
H -5.47611 -2.43160 -0.11790
H -1.62414 -0.26512 1.33441
H 0.61624 -1.45270 1.16240
H 5.07252 -0.01330 -1.62330
H 5.14316 1.74767 -0.74405
H 7.11697 0.59194 0.33490
H 6.20959 -0.74857 0.21260
H 5.90669 1.62478 1.76700
H 5.99192 0.39565 2.54148
H 3.72752 -0.27284 2.09200
H 3.57367 1.64034 1.78026
H 1.70035 1.19855 -1.98193
*
```


[4]
The molecule C13H15N3O3 at a distorted geometry, computed with ωB97M-V/def2-TZVPD.

Output
Structure (SMILES): N[C@@H](Cc1c[nH]c2ccccc12)C(=O)NCC(=O)O
Gap between HOMO and LUMO, Ha: 0.320
E_HOMO, eV: -8.183
Lowest unoccupied orbital energy, eV: 0.511

Structure (ORCA input):
```
! RIJCOSX wB97M-V def2-TZVPD def2/J DEFGRID3
* xyz 0 1
N 0.49583 1.18088 0.97451
C -0.21876 1.11836 -0.21678
C -0.66473 -0.35903 -0.69012
C 0.52761 -1.21585 -1.20640
C 1.00544 -1.09126 -2.45052
N 2.30595 -1.70866 -2.42872
C 2.55037 -2.30014 -1.17530
C 3.45464 -3.23470 -0.64650
C 3.23230 -3.62781 0.71915
C 2.20565 -3.15150 1.55815
C 1.23104 -2.33270 1.02296
C 1.39722 -1.97479 -0.39437
C -1.54954 1.91892 -0.27208
O -2.45776 1.67491 -1.13815
N -1.60606 2.72687 0.74299
C -2.71374 3.70240 0.96672
C -3.96255 3.08070 1.42226
O -4.61784 3.53731 2.38822
O -4.52041 2.12780 0.61837
H 0.39429 0.42118 1.63696
H 1.53363 1.20324 0.78283
H 0.44288 1.48317 -1.04601
H -1.16927 -0.71939 0.19247
H -1.33752 -0.18673 -1.57008
H 0.61181 -0.58967 -3.35873
H 2.65540 -2.13925 -3.31626
H 4.34893 -3.50213 -1.12801
H 3.92436 -4.41909 1.10625
H 2.04947 -3.49146 2.53208
H 0.49646 -1.82499 1.61558
H -0.78181 2.78279 1.37120
H -2.50048 4.49300 1.64773
H -2.82556 4.29587 -0.02057
H -3.93727 2.12175 -0.23984
*
```


[5]
The molecule C13H15NO at a distorted geometry, computed with ωB97M-V/def2-TZVPD.

Output
Gap between HOMO and LUMO (alpha / beta), Ha: 0.185 / 0.227
E_HOMO (alpha / beta), eV: -4.179 / -8.516
⟨S²⟩: 2.014
Lowest unoccupied orbital energy (alpha / beta), eV: 0.867 / -2.336

Structure (ORCA input):
```
! RIJCOSX wB97M-V def2-TZVPD def2/J DEFGRID3
* xyz 0 3
C 1.30150 -0.10466 -1.07585
C 1.21665 0.33095 1.34183
C 2.65621 0.11923 -1.05683
C 2.59524 0.46642 1.29179
C 0.58328 -0.16862 0.12282
C 3.34216 0.37306 0.12883
C -1.85404 -0.20914 1.28376
C -2.78171 0.32407 0.44692
C -0.85135 -2.28587 0.07641
C -1.92274 0.18095 -0.79225
C -0.89972 -0.54369 0.15674
C 4.93226 0.60494 0.11875
C -4.61541 1.40836 -0.44566
N -1.71403 -2.67681 -0.69806
O -4.00201 0.84233 0.64728
H 0.86999 -0.32113 -2.00284
H 0.47121 0.40200 2.17022
H 3.37337 0.24881 -1.95307
H 3.09220 0.71058 2.22693
H -1.65729 -0.46021 2.33120
H -0.22656 -2.80116 0.83385
H -2.18855 -0.44190 -1.61581
H -1.58481 1.20306 -1.12931
H 5.28426 0.54222 1.09487
H 5.44523 -0.13660 -0.42818
H 5.16366 1.54506 -0.32060
H -3.94591 1.08462 -1.32643
H -4.58254 2.49312 -0.20070
H -5.60904 0.95075 -0.53157
H -1.89152 -3.68075 -0.69504
*
```


[6]
The molecule C13H15NO3S2, computed with ωB97M-V/def2-TZVPD.

Output
Structure (SMILES): CCOc1ccc(S(=O)(=O)NCc2cccs2)cc1
Gap between HOMO and LUMO, Ha: 0.339
E_HOMO, eV: -8.737
Lowest unoccupied orbital energy, eV: 0.494

Structure (ORCA input):
```
! RIJCOSX wB97M-V def2-TZVPD def2/J DEFGRID3
* xyz 0 1
C 4.29478 0.90660 1.29665
C 4.42803 0.27936 -0.08761
O 3.32031 0.56676 -0.92232
C 2.15079 -0.09204 -0.76098
C 1.92523 -1.14056 0.13145
C 0.67808 -1.73986 0.18760
C -0.34107 -1.29708 -0.62937
S -1.95398 -2.05895 -0.51375
O -1.81629 -3.48499 -0.55662
O -2.82779 -1.42169 -1.44835
N -2.47812 -1.73523 1.04381
C -2.30969 -0.39838 1.58161
C -2.86768 0.60567 0.63380
C -2.20614 1.60763 -0.00800
C -3.04268 2.35597 -0.86451
C -4.32320 1.90719 -0.85565
S -4.53472 0.56664 0.19394
C -0.13078 -0.26576 -1.52703
C 1.10807 0.33301 -1.59454
H 5.19300 0.70972 1.87504
H 4.16496 1.98168 1.20202
H 3.43683 0.50302 1.82885
H 5.27964 0.71994 -0.61289
H 4.58923 -0.80262 -0.01668
H 2.70803 -1.50415 0.77762
H 0.49712 -2.56466 0.85986
H -2.18553 -2.47348 1.66398
H -1.24907 -0.16008 1.76615
H -2.84552 -0.35980 2.53730
H -1.15724 1.80699 0.12725
H -2.70031 3.18475 -1.45775
H -5.16114 2.28237 -1.40860
H -0.94892 0.04589 -2.15596
H 1.30577 1.13613 -2.28631
*
```


It is found that the relative energy (zero: lowest compared OMol25 entry of this formula, charge and spin) values, taken in the order of the records, are 38.63 0.00 1206.28 200.33 101.64 26.32 kJ/mol.